Below is a 4-piece molecular cluster, C16H29NO12 overall in a non-equilibrium geometry, with properties calculated with ωB97M-V/def2-TZVPD.

The geometry in XYZ format:
```
58
Properties=species:S:1:pos:R:3:nbo_charge:R:1
O -2.51 5.80 2.70 -0.526
C -3.54 6.30 2.01 0.608
O -3.35 6.54 0.57 -0.568
C -3.84 5.36 -0.15 -0.095
C -2.62 4.77 -1.07 -0.447
C -2.13 3.25 -0.70 -0.066
C -2.63 2.22 -1.90 -0.431
C -3.82 1.40 -1.07 -0.558
C -3.79 1.86 0.51 0.689
O -4.69 1.68 1.49 -0.552
N -2.48 2.66 0.67 -0.672
H -4.58 6.52 2.51 0.172
H -4.29 4.61 0.63 0.208
H -4.74 5.69 -0.85 0.189
H -2.96 4.88 -2.20 0.217
H -1.71 5.52 -0.94 0.249
H -0.94 3.25 -0.72 0.228
H -1.77 1.49 -2.30 0.239
H -3.21 2.76 -2.77 0.219
H -3.91 0.25 -1.24 0.270
H -4.79 1.94 -1.50 0.239
H -1.80 1.85 0.73 0.387
C -3.56 -2.74 1.09 -0.256
O -2.78 -3.86 0.67 -0.495
C -2.44 -3.85 -0.64 0.981
O -2.74 -2.98 -1.45 -0.644
O -1.70 -4.96 -0.89 -0.495
C -1.27 -5.08 -2.25 -0.257
H -3.78 -2.86 2.15 0.203
H -3.01 -1.81 0.95 0.188
H -4.51 -2.71 0.54 0.195
H -0.62 -4.24 -2.52 0.190
H -2.13 -5.14 -2.93 0.194
H -0.69 -6.00 -2.34 0.198
C 2.93 3.01 0.11 -0.258
O 3.21 1.64 0.38 -0.498
C 2.33 0.77 -0.17 0.987
O 1.36 1.06 -0.85 -0.646
O 2.72 -0.49 0.17 -0.504
C 1.88 -1.52 -0.34 -0.260
H 3.69 3.62 0.60 0.201
H 2.96 3.21 -0.97 0.193
H 1.95 3.30 0.52 0.195
H 1.87 -1.50 -1.44 0.192
H 0.86 -1.42 0.05 0.190
H 2.28 -2.48 -0.01 0.212
C 6.36 -5.91 0.92 -0.257
O 5.42 -4.83 0.91 -0.500
C 5.95 -3.63 1.26 0.981
O 7.11 -3.42 1.57 -0.636
O 4.96 -2.71 1.21 -0.504
C 5.37 -1.39 1.57 -0.265
H 5.83 -6.82 0.62 0.195
H 7.16 -5.73 0.19 0.193
H 6.76 -6.06 1.92 0.194
H 6.13 -1.02 0.87 0.189
H 5.74 -1.36 2.60 0.188
H 4.50 -0.73 1.49 0.219
```

Results
* charge: 0
* 2S+1: 1
* SMILES: O=COCC[C@@H]1CCC(=O)N1.COC(=O)OC.COC(=O)OC.COC(=O)OC
* lowest unoccupied orbital energy: 0.4 eV
* largest force on an atom: 0.1747 hartree/bohr